Entry 1:
{
  "formula": "C21H61O10S9Tl",
  "method": "the ωB97M-V functional and the def2-TZVPD basis",
  "species": ["Tl", "C", "C", "C", "O", "H", "H", "H", "H", "H", "H", "H", "C", "S", "O", "C", "H", "H", "H", "H", "H", "H", "C", "S", "O", "C", "H", "H", "H", "H", "H", "H", "C", "S", "O", "C", "H", "H", "H", "H", "H", "H", "C", "S", "O", "C", "H", "H", "H", "H", "H", "H", "C", "S", "O", "C", "H", "H", "H", "H", "H", "H", "C", "S", "O", "C", "H", "H", "H", "H", "H", "H", "C", "S", "O", "C", "H", "H", "H", "H", "H", "H", "C", "S", "O", "C", "H", "H", "H", "H", "H", "H", "C", "S", "O", "C", "H", "H", "H", "H", "H", "H"],
  "positions_angstrom": [[16.357, -6.332, 6.667], [19.085, -10.417, 8.000], [18.643, -9.817, 6.683], [18.255, -10.906, 5.599], [17.715, -8.947, 6.754], [19.940, -11.085, 7.886], [18.237, -10.890, 8.492], [19.474, -9.608, 8.625], [19.511, -9.360, 6.113], [17.943, -10.419, 4.676], [17.416, -11.532, 5.909], [19.124, -11.549, 5.445], [21.108, -13.983, 7.523], [20.714, -14.769, 5.951], [21.883, -15.571, 5.596], [19.483, -15.898, 6.588], [20.240, -13.962, 8.190], [21.498, -12.974, 7.421], [21.823, -14.637, 8.028], [19.958, -16.726, 7.119], [18.881, -16.333, 5.793], [18.844, -15.402, 7.320], [20.829, -7.194, 6.592], [19.869, -6.229, 5.418], [18.930, -5.443, 6.245], [21.093, -5.101, 4.835], [21.590, -6.522, 6.996], [21.337, -7.987, 6.050], [20.161, -7.452, 7.411], [21.253, -4.294, 5.546], [20.776, -4.715, 3.865], [22.043, -5.604, 4.638], [21.318, -12.860, 11.636], [19.890, -12.607, 12.724], [20.371, -12.880, 14.086], [19.783, -10.824, 12.567], [21.913, -11.966, 11.464], [20.960, -13.253, 10.682], [21.887, -13.632, 12.149], [18.938, -10.470, 13.155], [19.533, -10.608, 11.519], [20.705, -10.313, 12.836], [21.652, -10.640, 4.388], [22.597, -9.490, 3.415], [22.035, -8.149, 3.701], [24.077, -9.623, 4.400], [20.628, -10.650, 4.009], [21.571, -10.239, 5.408], [22.073, -11.642, 4.429], [24.943, -9.142, 3.957], [24.311, -10.669, 4.602], [23.837, -9.146, 5.354], [16.452, -13.921, 8.039], [14.806, -13.250, 8.321], [14.347, -13.758, 9.618], [15.268, -11.546, 8.679], [16.333, -14.995, 7.938], [17.090, -13.652, 8.885], [16.898, -13.438, 7.166], [14.394, -11.104, 9.148], [15.573, -11.058, 7.748], [16.102, -11.547, 9.383], [18.443, -11.768, 1.782], [19.193, -13.145, 2.657], [19.967, -13.887, 1.662], [17.684, -14.058, 2.956], [17.846, -12.134, 0.949], [19.296, -11.208, 1.396], [17.876, -11.149, 2.478], [17.272, -14.419, 2.017], [16.978, -13.360, 3.425], [17.844, -14.836, 3.698], [12.433, -9.533, 6.669], [13.416, -9.003, 5.259], [14.651, -8.376, 5.856], [13.896, -10.630, 4.674], [11.378, -9.566, 6.391], [12.566, -8.826, 7.482], [12.707, -10.544, 6.969], [14.308, -10.526, 3.673], [13.012, -11.268, 4.681], [14.634, -11.089, 5.335], [17.491, -8.183, 10.621], [18.770, -7.070, 10.041], [18.202, -6.481, 8.777], [18.528, -5.866, 11.340], [16.549, -7.629, 10.612], [17.683, -8.521, 11.637], [17.377, -9.016, 9.930], [19.342, -5.147, 11.336], [18.434, -6.403, 12.279], [17.616, -5.316, 11.100], [16.275, -8.538, 2.642], [17.424, -7.176, 2.636], [17.236, -6.493, 3.947], [18.922, -8.150, 2.800], [16.624, -9.320, 3.326], [16.098, -8.942, 1.647], [15.335, -8.153, 3.039], [18.896, -8.508, 3.832], [19.789, -7.515, 2.635], [18.908, -8.968, 2.081]],
  "forces_ev_per_angstrom": [[-0.037, 0.175, -0.149], [0.692, 0.327, -0.052], [0.631, -0.563, 1.232], [-0.274, -0.790, -1.348], [-0.815, 0.981, -0.222], [-0.303, -0.329, -0.108], [0.099, -0.166, 0.076], [-0.298, 0.036, 0.097], [-0.007, -0.053, -0.368], [0.283, 0.036, 0.072], [0.015, 0.361, 0.583], [0.067, 0.149, -0.029], [-0.313, -0.305, 0.994], [-0.606, 0.468, 0.048], [0.735, -0.298, -0.435], [-0.414, -0.489, 0.694], [-0.102, 0.192, -0.247], [0.200, -0.070, -0.258], [0.224, 0.113, -0.211], [0.318, 0.111, -0.125], [0.087, 0.166, -0.180], [-0.144, 0.133, -0.248], [0.691, 0.614, 0.313], [0.257, -0.337, 0.297], [-0.502, 0.141, 0.048], [0.792, 0.285, -1.000], [-0.047, -0.027, 0.080], [-0.212, -0.146, 0.026], [-0.147, -0.271, -0.198], [-0.285, -0.050, 0.161], [-0.210, 0.183, 0.162], [-0.199, -0.336, 0.157], [-0.243, -0.137, -0.302], [0.095, 0.053, -0.013], [0.021, -0.098, 0.409], [-0.440, 0.403, -0.765], [0.063, 0.032, 0.216], [0.047, 0.011, 0.004], [0.124, 0.036, -0.055], [0.125, -0.114, 0.267], [0.155, -0.030, 0.035], [0.064, -0.150, 0.179], [-0.786, 0.103, 0.820], [0.789, -0.632, -0.763], [-0.603, 0.779, 0.395], [0.167, -0.203, 0.751], [0.184, -0.182, -0.333], [0.294, -0.042, -0.012], [0.014, -0.039, -0.260], [-0.153, 0.126, -0.264], [0.011, -0.009, -0.224], [0.091, 0.061, -0.050], [0.305, 0.754, 0.191], [-0.198, 0.229, -0.120], [-0.188, -0.449, 0.391], [0.636, -0.213, -0.354], [0.147, -0.037, -0.118], [-0.155, -0.313, 0.202], [-0.182, -0.323, -0.252], [-0.045, 0.183, -0.157], [-0.206, 0.274, 0.103], [-0.093, -0.036, 0.117], [0.301, 0.111, -0.058], [-0.406, 0.063, 0.343], [0.500, -0.245, -0.251], [-0.554, 0.487, 0.639], [-0.090, 0.004, 0.011], [-0.083, 0.068, -0.073], [-0.109, -0.067, -0.082], [0.122, -0.176, -0.021], [0.014, 0.009, -0.161], [0.252, -0.258, -0.306], [-0.470, -0.526, -0.090], [-0.003, 0.156, 0.452], [0.320, -0.135, -0.121], [-0.038, -0.262, 0.026], [0.054, 0.147, -0.094], [0.121, 0.117, -0.084], [0.211, 0.117, 0.153], [-0.103, -0.066, -0.052], [-0.037, 0.060, -0.289], [0.006, 0.266, 0.164], [-0.542, 0.025, 0.051], [-0.337, -0.242, 0.076], [0.130, -0.113, -0.094], [-0.087, 0.397, -0.295], [0.083, 0.096, 0.022], [0.164, -0.139, -0.071], [0.242, -0.047, 0.025], [0.169, -0.159, 0.126], [0.151, 0.171, 0.158], [-0.131, -0.178, 0.074], [-0.418, -0.479, 0.331], [-0.074, 0.037, -0.727], [0.123, 0.177, 0.710], [-0.124, 0.048, -0.052], [-0.042, 0.129, -0.094], [0.201, 0.069, -0.080], [0.063, 0.154, -0.093], [0.149, -0.091, -0.104], [0.022, -0.071, 0.055], [0.029, 0.066, -0.022]],
  "mulliken_charge": [1.115, -0.701, 2.605, 0.111, 0.009, 0.116, -0.105, 0.083, -1.587, -0.652, -0.207, 0.213, -1.047, 0.852, -0.708, -0.852, 0.074, 0.338, 0.523, 0.442, 0.353, 0.024, -0.082, 0.962, -0.541, -1.275, 0.687, -0.072, -0.504, 0.447, 0.417, 0.363, -0.561, 0.529, -0.627, -0.550, 0.296, -0.058, 0.394, 0.373, -0.168, 0.415, 0.016, 0.349, -0.470, -0.976, -0.580, 0.073, 0.624, 0.377, 0.375, 0.278, -0.833, 0.523, -0.622, -0.731, 0.509, 0.274, 0.152, 0.468, -0.002, 0.301, -0.878, 0.804, -0.642, -0.762, 0.600, 0.336, -0.013, 0.410, 0.153, 0.182, -0.822, 0.371, -0.470, -0.779, 0.405, 0.358, 0.123, 0.305, 0.540, 0.022, -0.577, 0.462, -0.550, -1.092, 0.490, 0.369, -0.209, 0.407, 0.434, 0.320, -0.125, 0.236, -0.497, -0.288, -0.418, 0.517, 0.242, -0.368, 0.435, 0.424],
  "charge": 2,
  "lumo_ev": -10.955,
  "spin_multiplicity": 1
}

Entry 2:
{
  "formula": "C21H21NO3S",
  "method": "the ωB97M-V functional and the def2-TZVPD basis",
  "species": ["C", "O", "C", "C", "C", "C", "C", "C", "N", "C", "O", "C", "C", "C", "C", "C", "S", "C", "C", "C", "C", "C", "C", "O", "C", "C", "H", "H", "H", "H", "H", "H", "H", "H", "H", "H", "H", "H", "H", "H", "H", "H", "H", "H", "H", "H", "H"],
  "positions_angstrom": [[2.094, 2.779, -0.782], [1.354, 1.709, -1.313], [0.022, 1.644, -1.037], [-0.663, 2.512, -0.195], [-2.025, 2.359, -0.003], [-2.738, 1.361, -0.647], [-4.203, 1.159, -0.374], [-4.383, 0.244, 0.854], [-3.660, -0.994, 0.678], [-2.367, -1.083, 1.108], [-1.908, -0.382, 1.986], [-1.570, -2.116, 0.421], [-1.850, -3.044, -0.554], [-0.623, -3.643, -0.897], [0.326, -3.044, -0.110], [1.794, -3.204, -0.067], [2.654, -1.982, -1.161], [3.175, -0.729, -0.016], [4.407, -0.130, -0.251], [4.874, 0.843, 0.611], [4.122, 1.217, 1.713], [2.888, 0.628, 1.933], [2.403, -0.338, 1.068], [-0.249, -2.131, 0.685], [-2.044, 0.496, -1.488], [-0.685, 0.627, -1.679], [1.705, 3.743, -1.127], [2.107, 2.758, 0.312], [3.110, 2.645, -1.150], [-0.147, 3.304, 0.324], [-2.540, 3.034, 0.665], [-4.685, 0.698, -1.239], [-4.692, 2.113, -0.173], [-3.966, 0.724, 1.741], [-5.441, 0.026, 1.019], [-3.915, -1.535, -0.133], [-2.807, -3.286, -0.973], [-0.458, -4.409, -1.627], [2.082, -4.179, -0.456], [2.187, -3.060, 0.937], [4.988, -0.437, -1.107], [5.834, 1.303, 0.428], [4.493, 1.969, 2.393], [2.285, 0.925, 2.779], [1.428, -0.762, 1.243], [-2.574, -0.289, -2.010], [-0.143, -0.046, -2.325]],
  "forces_ev_per_angstrom": [[0.127, 0.219, 0.114], [-0.317, -0.254, -0.132], [-0.080, -0.070, -0.078], [0.359, 0.096, 0.038], [-0.117, -0.153, -0.169], [-0.154, 0.185, -0.103], [0.146, -0.153, 0.300], [-0.184, 0.238, -0.025], [-0.180, -0.232, -0.055], [-0.030, -0.146, 0.205], [0.174, 0.039, -0.024], [-0.383, -0.521, -0.645], [-0.055, 0.610, 0.644], [0.626, 0.161, 0.391], [-0.312, -0.748, -0.622], [0.225, 0.640, -0.280], [-0.095, -0.135, 0.134], [-0.067, -0.297, -0.147], [-0.089, -0.036, -0.047], [0.050, 0.120, 0.031], [0.056, 0.064, 0.054], [0.004, 0.015, 0.105], [0.017, 0.054, 0.074], [0.172, 0.215, 0.275], [0.046, 0.208, -0.033], [0.228, 0.033, 0.018], [-0.002, -0.028, 0.016], [-0.012, 0.011, -0.067], [-0.048, 0.047, 0.062], [0.086, 0.069, 0.025], [-0.056, 0.083, 0.088], [-0.057, 0.054, -0.023], [-0.081, 0.015, -0.065], [-0.145, -0.040, -0.058], [0.070, 0.058, 0.075], [0.127, 0.003, 0.031], [-0.237, 0.024, -0.052], [0.098, -0.175, -0.137], [-0.067, -0.010, 0.124], [0.024, -0.157, 0.025], [0.115, -0.054, -0.050], [0.083, 0.031, -0.011], [0.030, 0.055, 0.055], [-0.045, 0.035, 0.079], [-0.086, -0.015, -0.004], [-0.048, -0.064, -0.046], [0.084, -0.090, -0.088]],
  "mulliken_charge": [-1.036, -0.380, 0.819, -0.328, -0.769, 0.326, -1.272, -0.847, -0.134, 0.191, -0.655, 0.274, -0.132, -1.066, 0.638, -1.118, -0.100, 0.611, -0.590, -0.567, -0.439, -0.958, -0.192, -0.175, -0.051, -0.610, 0.461, 0.346, 0.226, 0.424, 0.362, 0.336, 0.424, 0.410, 0.390, 0.251, 0.523, 0.496, 0.497, 0.407, 0.408, 0.388, 0.385, 0.454, 0.576, 0.367, 0.428],
  "smiles": "COc1ccc(CCNC(=O)c2ccc(CSc3ccccc3)o2)cc1",
  "lumo_ev": 0.702,
  "spin_multiplicity": 1
}

Entry 3:
{
  "formula": "C17H17N3O5S3",
  "method": "the ωB97M-V functional and the def2-TZVPD basis",
  "species": ["C", "C", "O", "C", "O", "C", "S", "C", "N", "N", "C", "C", "C", "C", "C", "S", "O", "O", "N", "C", "C", "C", "C", "C", "S", "C", "C", "O", "H", "H", "H", "H", "H", "H", "H", "H", "H", "H", "H", "H", "H", "H", "H", "H", "H"],
  "positions_angstrom": [[3.099, -3.598, -0.872], [1.598, -3.393, -0.741], [0.958, -3.347, -2.021], [1.018, -2.216, -2.706], [1.577, -1.214, -2.348], [0.273, -2.320, -4.026], [-1.194, -3.403, -3.899], [-1.828, -2.768, -2.425], [-2.595, -3.368, -1.568], [-2.792, -2.506, -0.561], [-2.146, -1.414, -0.837], [-2.062, -0.220, -0.030], [-1.553, 0.967, -0.559], [-1.488, 2.096, 0.237], [-1.901, 2.021, 1.552], [-1.725, 3.429, 2.654], [-2.879, 3.463, 3.498], [-1.354, 4.594, 1.912], [-0.432, 3.028, 3.633], [0.898, 3.316, 3.136], [1.259, 2.591, 1.882], [1.540, 3.135, 0.668], [1.818, 2.170, -0.326], [1.741, 0.901, 0.142], [1.335, 0.855, 1.815], [-2.421, 0.854, 2.084], [-2.513, -0.272, 1.291], [-1.504, -1.513, -2.035], [3.306, -4.504, -1.435], [3.537, -3.687, 0.118], [3.552, -2.751, -1.382], [1.383, -2.464, -0.202], [1.125, -4.233, -0.229], [-0.014, -1.325, -4.364], [0.916, -2.787, -4.773], [-1.214, 0.998, -1.583], [-1.116, 3.036, -0.140], [-0.544, 2.119, 4.053], [1.609, 3.095, 3.938], [0.914, 4.388, 2.929], [1.540, 4.196, 0.493], [2.064, 2.409, -1.344], [1.897, -0.009, -0.400], [-2.762, 0.854, 3.107], [-2.919, -1.198, 1.665]],
  "forces_ev_per_angstrom": [[-0.348, 0.091, -0.135], [0.344, 0.105, 0.416], [0.014, -0.264, -0.084], [0.043, 0.183, -0.308], [0.153, 0.080, 0.042], [-0.394, -0.164, 0.213], [0.114, 0.072, -0.501], [-0.317, -0.174, 0.306], [0.606, -0.872, -1.422], [-0.118, 1.417, 1.031], [-0.395, -0.862, 0.041], [0.175, 0.570, 0.109], [-0.146, -0.201, 0.148], [-0.019, 0.185, 0.007], [-0.016, 0.535, 0.209], [-0.033, -0.346, 0.357], [0.013, -0.335, 0.016], [0.297, -0.118, -0.185], [-0.786, 0.344, -0.206], [0.287, 0.258, -0.200], [0.257, -0.383, -0.084], [0.018, -0.029, 0.317], [0.093, -0.147, -0.099], [-0.035, -0.120, 0.352], [0.144, 0.518, -0.306], [-0.118, -0.094, 0.025], [0.115, 0.075, -0.131], [-0.188, 0.085, 0.161], [0.051, -0.092, -0.008], [0.082, -0.029, 0.106], [0.060, 0.034, 0.006], [-0.053, -0.149, -0.063], [0.016, 0.145, -0.055], [0.152, -0.104, 0.100], [-0.004, 0.011, 0.006], [0.037, 0.025, -0.079], [0.061, 0.039, -0.094], [-0.153, -0.139, 0.139], [-0.138, 0.108, -0.039], [0.247, -0.112, 0.072], [-0.044, 0.248, 0.009], [0.044, 0.009, -0.214], [0.023, -0.216, -0.188], [-0.095, -0.117, 0.123], [-0.045, -0.072, 0.091]],
  "mulliken_charge": [-1.260, -0.017, -0.285, 0.544, -0.570, -0.536, -0.212, 0.565, -0.692, -0.273, 0.110, 0.832, -0.273, -0.586, 0.075, 1.388, -0.712, -0.651, -0.290, -1.117, 0.572, -0.453, -0.678, -0.249, -0.161, -0.788, -0.880, -0.191, 0.329, 0.402, 0.314, 0.085, 0.390, 0.328, 0.405, 0.460, 0.555, 0.358, 0.379, 0.378, 0.425, 0.419, 0.573, 0.475, 0.515],
  "smiles": "CCOC(=O)CSc1nnc(-c2ccc(S(=O)(=O)NCc3cccs3)cc2)o1",
  "lumo_ev": -0.208,
  "spin_multiplicity": 1
}

Entry 4:
{
  "formula": "C2H2ClO3P",
  "method": "the ωB97M-V functional and the def2-TZVPD basis",
  "species": ["O", "C", "C", "O", "O", "P", "Cl", "H", "H"],
  "positions_angstrom": [[0.020, -2.086, -0.327], [0.017, -0.920, -0.289], [1.036, 0.125, 0.083], [0.321, 1.288, 0.462], [-0.746, 1.472, -0.549], [-1.553, 0.075, -0.792], [-2.300, -0.238, 1.102], [1.544, -0.255, 1.027], [1.661, 0.539, -0.717]],
  "forces_ev_per_angstrom": [[0.928, -2.284, 0.307], [-1.355, 2.110, -1.500], [0.550, 0.511, 1.511], [-0.637, 0.114, 0.489], [0.322, 0.000, -0.174], [0.451, 0.224, 0.638], [-0.532, -0.125, 0.178], [-0.195, 0.726, -1.323], [0.468, -1.276, -0.126]],
  "mulliken_charge": [-0.431, 0.400, -0.126, -0.191, -0.223, 0.297, -0.199, 0.239, 0.235],
  "smiles": "O=C1COOP1Cl",
  "lumo_ev": 0.025,
  "spin_multiplicity": 1
}

no.,E (eV)
1,-145425.20333
2,-40585.54720
3,-65117.50573
4,-30057.48997